{
  "formula": "C42H62AsGeN4SeSiSr",
  "method": "ωB97M-V/def2-TZVPD",
  "elements": ["Sr", "C", "Ge", "C", "C", "C", "Se", "C", "H", "H", "H", "H", "H", "H", "H", "H", "H", "H", "H", "H", "H", "H", "C", "Si", "C", "C", "H", "H", "H", "H", "H", "H", "H", "H", "H", "C", "C", "N", "C", "N", "C", "C", "C", "N", "C", "H", "H", "H", "H", "H", "H", "H", "H", "H", "H", "H", "H", "H", "C", "C", "C", "C", "C", "C", "As", "C", "C", "C", "C", "C", "C", "C", "C", "C", "C", "C", "C", "H", "H", "H", "H", "H", "H", "H", "H", "H", "H", "H", "H", "H", "C", "N", "C", "C", "C", "C", "C", "C", "C", "C", "H", "H", "H", "H", "H", "H", "H", "H", "H", "H", "H", "H", "H"],
  "xyz": [[13.87596, 15.80537, 12.38292], [11.78162, 9.26513, 11.76310], [10.17950, 10.03758, 12.64874], [9.26517, 8.74896, 13.85733], [8.81004, 10.68246, 11.35961], [10.82165, 11.58545, 13.73292], [11.18518, 13.15276, 12.60894], [9.55088, 14.06847, 13.10101], [11.44230, 8.52408, 11.02180], [12.43187, 8.76132, 12.51530], [12.33025, 10.05478, 11.22322], [8.81481, 7.91416, 13.27842], [8.44279, 9.25581, 14.41286], [9.93117, 8.29899, 14.62054], [8.47097, 9.83595, 10.74673], [9.24700, 11.48388, 10.73203], [7.91247, 11.08025, 11.86652], [11.80972, 11.29903, 14.14875], [10.09548, 11.81990, 14.53368], [8.67397, 13.46886, 12.83248], [9.49969, 15.01318, 12.53534], [9.54572, 14.29339, 14.17917], [12.66926, 14.11468, 16.12356], [13.46739, 15.76667, 15.64991], [12.62175, 17.29574, 16.44129], [15.30893, 15.72856, 16.11449], [12.74906, 13.91216, 17.19898], [13.16497, 13.29968, 15.54996], [11.61445, 14.07291, 15.83451], [13.05073, 17.47338, 17.44940], [11.52149, 17.12333, 16.52081], [12.75763, 18.19766, 15.82356], [15.43887, 15.72958, 17.21692], [15.81975, 16.61102, 15.69796], [15.83719, 14.86252, 15.68708], [18.53078, 19.42134, 13.08607], [17.06135, 19.30779, 13.47341], [16.46367, 18.04508, 13.09056], [17.15826, 16.88015, 12.82854], [16.45106, 15.84744, 12.40388], [17.13109, 14.57447, 12.36609], [18.42516, 14.49463, 13.19212], [19.28238, 15.68952, 12.89720], [18.48973, 16.89276, 13.07772], [19.21906, 18.11329, 13.44044], [19.01122, 20.22767, 13.66080], [18.64968, 19.68725, 12.02076], [16.44065, 20.09620, 13.02859], [16.98202, 19.42795, 14.57619], [15.54744, 18.08757, 12.65777], [17.33948, 14.29726, 11.31828], [16.42596, 13.82946, 12.74113], [18.98004, 13.57892, 12.89748], [18.20527, 14.38500, 14.28061], [19.71059, 15.68208, 11.88338], [20.16408, 15.77407, 13.57399], [20.20372, 18.00927, 12.95553], [19.41141, 18.06611, 14.52724], [8.73068, 19.87911, 16.86230], [8.50818, 18.64163, 16.24947], [9.22201, 18.29321, 15.11194], [10.17266, 19.16401, 14.59803], [10.37290, 20.40490, 15.16191], [9.64487, 20.75033, 16.31435], [11.23639, 18.58026, 12.99663], [9.74986, 19.12244, 11.75894], [8.49201, 18.54650, 11.63355], [7.60958, 18.99748, 10.66919], [7.91776, 20.09944, 9.85857], [9.13667, 20.76011, 10.03900], [10.06019, 20.26724, 10.97865], [11.32524, 20.94547, 11.37631], [11.84664, 22.11544, 10.79024], [13.06866, 22.62076, 11.21604], [13.75593, 21.96723, 12.22955], [13.23570, 20.82750, 12.85373], [12.01727, 20.31041, 12.42539], [8.14054, 20.18559, 17.73649], [7.76960, 17.96066, 16.64928], [9.01313, 17.33084, 14.60535], [11.12930, 21.07486, 14.75765], [9.83123, 21.72428, 16.75107], [8.20716, 17.70373, 12.26437], [6.66695, 18.45346, 10.52248], [7.19948, 20.45294, 9.12635], [9.35022, 21.64705, 9.43268], [11.31477, 22.60339, 9.96362], [13.46927, 23.51792, 10.77378], [14.72795, 22.32787, 12.53205], [13.74737, 20.38235, 13.71172], [10.41939, 16.14908, 9.80629], [10.79188, 17.46530, 9.17492], [10.31936, 17.49651, 7.73730], [12.28994, 17.82653, 9.30088], [13.23286, 16.77529, 8.81503], [13.61126, 16.70077, 7.45673], [14.30569, 15.60103, 6.97873], [14.69537, 14.61139, 7.88284], [14.34018, 14.74293, 9.24417], [13.67965, 15.84334, 9.72455], [9.33819, 16.02948, 9.67733], [10.68435, 16.17555, 10.86196], [10.96406, 15.34989, 9.28870], [10.29537, 18.20679, 9.69340], [10.73861, 16.63066, 7.21396], [10.67931, 18.43437, 7.28611], [9.22717, 17.41998, 7.76318], [12.44090, 18.05162, 10.37342], [12.37157, 18.76284, 8.71180], [13.35704, 17.53849, 6.77283], [14.50150, 15.46420, 5.89834], [15.25115, 13.72121, 7.55233], [14.63241, 13.91401, 9.91222]],
  "mulliken_charge": [1.0891, -1.0661, 0.5537, -1.1223, -1.1273, -1.0702, 0.0525, -0.2642, 0.3666, 0.3328, 0.3129, 0.3436, 0.3435, 0.3545, 0.3933, 0.2864, 0.3191, 0.3866, 0.4041, 0.4408, -0.4284, 0.2884, -0.8688, 0.2159, -0.7097, -0.7419, 0.4579, 0.0562, 0.1180, 0.5011, 0.0759, 0.0367, 0.4626, 0.0409, 0.0722, -0.7790, -0.2969, 0.2806, -0.0723, 0.3540, -0.9516, -0.6319, -0.7672, 0.1608, -0.7703, 0.3819, 0.3151, 0.1209, 0.2294, -0.3619, 0.3748, 0.2945, 0.3843, 0.2308, 0.2810, 0.5001, 0.4957, 0.2864, -0.6264, -0.5527, -0.2270, 0.5691, -0.2439, -0.6499, 0.2084, -0.3201, 0.0636, -0.6294, -1.0808, -0.3794, 1.0042, 0.2777, -0.4687, -0.9390, -0.6029, -0.5233, -0.2737, 0.3606, 0.4261, 0.1258, 0.3723, 0.3995, 0.3199, 0.4137, 0.4348, 0.4047, 0.3635, 0.4317, 0.4996, 0.7577, -0.6851, 0.7025, -0.9350, 0.3579, -0.5219, -0.3733, -0.7025, -0.6875, -0.4824, 0.3104, 0.4751, -0.1559, 0.5289, -0.5712, 0.4575, 0.3278, 0.3347, -0.5030, 0.8022, 0.3619, 0.3534, 0.3794, 0.3451],
  "gap_ha": 0.1851,
  "total_charge": 1,
  "e_lumo_ev": -2.16
}



{
  "formula": "C42H63F3O8",
  "method": "ωB97M-V/def2-TZVPD",
  "elements": ["F", "C", "C", "C", "C", "C", "C", "H", "H", "H", "H", "H", "F", "C", "C", "C", "C", "C", "C", "H", "H", "H", "H", "H", "F", "C", "C", "C", "C", "C", "C", "H", "H", "H", "H", "H", "C", "C", "C", "O", "H", "H", "H", "H", "H", "H", "C", "C", "C", "O", "H", "H", "H", "H", "H", "H", "C", "C", "C", "O", "H", "H", "H", "H", "H", "H", "C", "C", "C", "O", "H", "H", "H", "H", "H", "H", "C", "C", "C", "O", "H", "H", "H", "H", "H", "H", "C", "C", "C", "O", "H", "H", "H", "H", "H", "H", "C", "C", "C", "O", "H", "H", "H", "H", "H", "H", "C", "C", "C", "O", "H", "H", "H", "H", "H", "H"],
  "xyz": [[-1.32541, -2.72322, 0.12099], [-0.53889, -1.68318, -0.19887], [0.52521, -1.89681, -1.06690], [1.39130, -0.84186, -1.28580], [1.17036, 0.41483, -0.73373], [0.09756, 0.60010, 0.12730], [-0.73448, -0.47013, 0.42124], [0.67152, -2.88735, -1.47927], [2.27686, -1.02233, -1.88179], [1.85367, 1.21378, -1.00069], [0.03769, 1.50645, 0.71729], [-1.60302, -0.34029, 1.05357], [5.28681, -2.55931, 1.92342], [5.09710, -1.24245, 2.04822], [3.84845, -0.69438, 1.88532], [3.64962, 0.67974, 1.94231], [4.75948, 1.48754, 2.17637], [5.96798, 0.91563, 2.51297], [6.17640, -0.45115, 2.39753], [2.99703, -1.31655, 1.61891], [2.65821, 1.06883, 1.76731], [4.59729, 2.55590, 2.26271], [6.79994, 1.53003, 2.83425], [7.12879, -0.88747, 2.66194], [-3.01749, -4.00614, -6.71080], [-3.27319, -3.67169, -5.42611], [-2.19108, -3.56310, -4.57520], [-2.40909, -3.19365, -3.25643], [-3.71320, -3.12716, -2.78935], [-4.78822, -3.22755, -3.66727], [-4.56995, -3.42842, -5.02222], [-1.20990, -3.75389, -4.98886], [-1.61266, -3.16316, -2.52285], [-3.94764, -2.83995, -1.76981], [-5.77799, -3.11061, -3.24518], [-5.40589, -3.45359, -5.70749], [1.11478, 5.58690, -4.79341], [0.83374, 4.84157, -3.50443], [1.82067, 3.80027, -3.06545], [-0.15443, 5.03552, -2.84061], [1.85972, 5.04292, -5.36382], [1.49029, 6.57536, -4.52184], [0.16348, 5.72838, -5.30137], [1.94277, 3.76078, -1.98707], [2.80685, 3.89412, -3.51161], [1.44429, 2.81355, -3.36048], [0.96223, -4.69387, 1.79451], [2.47611, -4.70654, 1.91078], [3.11852, -4.44054, 3.26336], [3.15729, -5.09922, 0.99770], [0.54689, -5.09099, 2.72301], [0.70771, -5.39314, 0.99921], [0.59557, -3.68698, 1.60647], [3.36744, -3.37892, 3.30304], [4.07681, -4.95834, 3.23294], [2.53023, -4.79306, 4.10380], [-1.66867, 3.87816, -0.11740], [-2.00581, 5.35238, -0.15947], [-0.85980, 6.33357, -0.06607], [-3.15000, 5.72011, -0.20839], [-2.14075, 3.35873, 0.71466], [-0.58973, 3.72312, -0.01699], [-1.89534, 3.42926, -1.08603], [0.04453, 5.87718, -0.45694], [-0.75041, 6.70208, 0.95480], [-1.11118, 7.19997, -0.67853], [4.65616, 0.53637, -1.99288], [4.97134, 1.91926, -1.48511], [6.31869, 2.09733, -0.82487], [4.25730, 2.84479, -1.76662], [4.55580, -0.15264, -1.14353], [5.52468, 0.14227, -2.52190], [3.71124, 0.56350, -2.52433], [6.50148, 1.21168, -0.21546], [6.21080, 2.91714, -0.11071], [7.10662, 2.32967, -1.53394], [-2.70288, -5.76070, 0.47522], [-2.17856, -6.31858, -0.82739], [-3.19255, -6.70613, -1.87602], [-1.00331, -6.57106, -0.97431], [-2.02187, -6.06600, 1.26629], [-3.68672, -6.17106, 0.70206], [-2.73938, -4.67650, 0.37155], [-2.68038, -6.86541, -2.82308], [-3.89419, -5.88129, -2.01247], [-3.68480, -7.63322, -1.58553], [-1.81419, -0.71848, 4.02536], [-3.11532, -1.44373, 3.91751], [-3.49284, -2.27509, 2.71084], [-3.91128, -1.40574, 4.83834], [-1.34519, -0.95774, 4.97758], [-2.02194, 0.35488, 3.96655], [-1.09785, -0.90706, 3.22510], [-3.20829, -3.31597, 2.88546], [-3.04393, -1.99483, 1.76012], [-4.55784, -2.19837, 2.50617], [-0.29688, 5.45887, 3.93544], [0.04573, 3.99495, 3.80168], [1.15673, 3.64427, 2.84727], [-0.57002, 3.13258, 4.37836], [0.59736, 6.06427, 4.06049], [-0.99415, 5.57495, 4.76504], [-0.87699, 5.75405, 3.05589], [2.09120, 3.55675, 3.41790], [1.32153, 4.34236, 2.02933], [1.04090, 2.63353, 2.45240], [-4.09025, 0.98249, -1.56790], [-4.31326, 0.84831, -0.08812], [-4.69076, 2.11097, 0.66547], [-4.03790, -0.16923, 0.49655], [-4.98881, 1.08203, -2.18249], [-3.46480, 0.15019, -1.89431], [-3.55857, 1.89646, -1.85822], [-4.15747, 2.94338, 0.21366], [-4.47905, 1.94627, 1.72148], [-5.76231, 2.32548, 0.63266]],
  "mulliken_charge": [-0.0612, -0.7286, -0.5180, -0.5700, -0.2611, 0.1940, -0.8574, 0.7494, 0.2266, 0.3486, 0.3794, 0.9790, -0.3337, 0.2259, -0.3084, -0.1781, -0.4191, -0.7458, -0.4062, 0.5887, 0.2528, 0.4801, 0.3731, 0.4617, -0.3322, 0.4219, -0.4875, 0.0208, -0.5775, -0.5999, -0.5396, 0.4520, 0.1479, 0.5987, 0.4230, 0.4247, -1.2269, 0.5570, -0.6459, -0.4903, 0.3500, 0.2793, 0.3616, 0.1744, 0.3992, 0.2577, -0.4008, 0.6699, -1.0371, -0.5825, 0.4842, 0.1467, -0.1275, 0.0873, 0.2956, 0.4057, -0.3017, 0.4029, -1.0230, -0.5949, 0.6438, -0.1381, 0.1932, 0.1678, 0.2712, 0.3442, -0.8174, 0.8066, -1.2067, -0.4937, 0.1258, 0.4916, 0.1948, 0.2395, 0.3009, 0.4100, -0.6137, 0.8339, -1.1720, -0.5687, 0.2982, 0.4577, -0.1129, 0.3047, 0.2400, 0.3794, -0.6228, 0.5144, -0.2726, -0.6087, 0.4375, 0.1570, 0.0689, 0.2803, -0.1636, 0.3262, -0.9474, 0.7327, -0.5305, -0.5640, 0.3636, 0.3356, 0.0462, 0.4590, 0.3226, -0.2343, -0.7545, 0.7617, -1.0657, -0.4484, 0.3984, 0.1603, 0.1392, 0.1361, 0.3167, 0.4114],
  "smiles": "Fc1ccccc1.Fc1ccccc1.Fc1ccccc1.CC(C)=O.CC(C)=O.CC(C)=O.CC(C)=O.CC(C)=O.CC(C)=O.CC(C)=O.CC(C)=O",
  "gap_ha": 0.3524,
  "e_lumo_ev": 0.35,
  "relative_energy_kj_mol": 99.9
}